12
Properties=species:S:1:pos:R:3:forces:R:3:mulliken_charge:R:1 method="wB97M-V/def2-TZVPD" total_charge=0 e_above_lowest_kcal_mol=116.4 gap_ev=8.02 lumo_ha=-0.0687
C 0.215441 2.165158 0.171933 3.37 -3.71 -0.76 -0.739
C -0.811321 1.351522 -0.182061 -1.21 1.33 0.18 -0.037
C -0.641850 -0.103755 -0.287458 7.77 1.40 -0.57 0.776
C 0.542919 -0.866037 -0.297845 0.46 3.10 1.35 -0.199
C 1.999691 -0.576447 0.005039 4.49 -0.94 0.00 -0.021
C -1.711187 -0.854312 -0.130346 -15.04 -2.65 5.67 0.036
H 0.314272 3.193090 0.135434 -0.84 2.00 0.26 0.338
H 1.506902 1.751696 0.319766 -4.48 0.77 -0.41 0.093
H -1.981607 1.627488 -0.317004 3.19 -0.03 0.30 0.250
H 0.324594 -1.840377 -0.025555 0.05 -2.21 -0.21 0.369
N 3.206475 -0.666576 0.195899 -7.20 0.82 -1.04 -0.412
N -2.881665 -0.966090 0.405785 9.44 0.12 -4.77 -0.454



243
Properties=species:S:1:pos:R:3:forces:R:3:mulliken_charge:R:1 method="wB97M-V/def2-TZVPD" spin_multiplicity=2 total_charge=+5 gap_ev="2.61 / 9.64" lumo_ha="-0.3149 / -0.3166"
C 29.546811 4.754224 -16.203022 -1.08 0.72 -0.56 -1.332
C 29.989900 6.210469 -16.049939 -0.31 0.69 0.54 -0.597
C 29.016079 7.192537 -15.236777 0.84 -0.59 -0.56 -0.347
C 29.493247 8.644441 -15.391006 -0.88 0.33 -0.21 -1.379
P 28.706003 9.938481 -14.283742 1.87 -0.99 -0.86 1.000
C 29.395331 11.543831 -14.785407 0.08 -0.21 -0.80 -1.001
C 30.940811 11.705652 -14.818122 -0.71 -0.83 1.71 -0.713
C 31.442304 12.194105 -13.429436 -0.27 1.29 -0.68 -0.438
C 31.245590 13.747626 -13.337505 1.05 -1.53 -0.27 -1.467
C 29.275506 9.338114 -12.680764 0.11 0.44 0.71 -1.159
C 30.713468 8.896165 -12.512032 1.10 -0.82 -0.94 -1.657
C 31.122424 8.639105 -11.081084 0.44 -0.51 0.79 1.913
C 32.614225 8.234831 -10.989752 -0.78 -0.26 -0.38 -1.861
C 26.893233 9.960072 -14.354547 -0.01 -0.86 -1.29 -0.658
C 26.269428 9.690282 -15.803016 -0.21 0.78 -0.32 -0.848
C 24.767673 9.991994 -15.862304 0.12 0.65 1.06 -0.653
C 24.043976 9.795464 -17.214412 0.64 -0.30 1.45 -1.336
H 29.091818 4.376504 -15.287377 0.50 -0.28 0.22 0.240
H 30.319314 4.117381 -16.634025 0.10 0.01 0.47 0.408
H 28.724548 4.705541 -16.916904 -0.08 0.03 -0.15 0.369
H 30.240695 6.656705 -17.012274 -0.36 -0.03 -0.22 0.441
H 30.956777 6.202825 -15.546763 0.06 0.22 0.42 0.365
H 29.035574 6.851217 -14.201776 -0.09 0.08 0.21 0.006
H 27.979241 7.204289 -15.572804 -0.01 -0.64 -0.14 0.381
H 29.219276 8.945088 -16.402274 0.18 0.13 -0.20 0.757
H 30.581002 8.677556 -15.329462 -0.03 0.40 0.26 0.600
H 28.852268 12.327212 -14.256722 0.18 0.11 0.15 0.601
H 29.102415 11.627298 -15.831985 -0.55 -0.05 -0.14 0.497
H 31.201768 12.357405 -15.651907 0.11 0.17 0.30 0.674
H 31.369408 10.727229 -15.035129 0.13 0.00 -0.17 0.211
H 32.491910 11.926403 -13.307971 0.10 0.13 0.00 0.524
H 30.894290 11.781067 -12.582578 -0.13 -0.53 -0.12 0.158
H 30.201636 13.998607 -13.149692 0.18 0.22 -0.14 0.318
H 31.628984 14.092103 -14.297945 -0.34 0.71 0.16 0.395
H 31.905368 14.123502 -12.555521 -0.31 0.29 0.07 0.386
H 28.620143 8.501375 -12.438987 -0.22 -0.01 0.21 0.618
H 29.196758 10.110280 -11.915490 -0.87 0.39 0.23 0.319
H 31.443869 9.586347 -12.934258 -0.23 0.34 -0.12 0.443
H 30.903654 7.965546 -13.046719 -0.11 -0.15 -0.30 0.171
H 30.575390 7.791174 -10.668920 -0.43 0.12 0.14 -0.460
H 30.889093 9.518903 -10.481410 0.00 0.12 0.24 0.081
H 32.996394 7.961149 -10.006314 -0.24 0.76 0.42 -0.105
H 33.207871 8.999405 -11.490866 0.41 -0.23 0.12 0.577
H 32.700443 7.265239 -11.480208 0.23 0.10 -0.69 0.679
H 26.564760 10.904832 -13.921377 -0.07 0.20 -0.22 0.808
H 26.604425 9.191011 -13.638141 -0.28 -0.21 -0.09 0.461
H 26.443300 8.722073 -16.272519 0.33 -0.41 0.75 0.240
H 26.654220 10.370353 -16.562972 0.70 0.31 0.26 0.438
H 24.682546 11.016181 -15.499131 -0.14 0.47 -0.40 0.393
H 24.293005 9.483386 -15.023200 -0.41 -0.67 -0.26 0.370
H 23.012777 10.102921 -17.040598 0.02 -0.10 -0.44 0.398
H 24.094075 8.727044 -17.424348 -0.26 0.06 -0.42 0.350
H 24.503672 10.369187 -18.019157 -0.10 -0.02 0.06 0.337
C 27.521229 13.386245 -4.560226 0.19 0.11 -0.19 -1.013
C 27.657385 14.075196 -5.941771 -1.19 -0.51 2.00 -0.890
C 29.040568 13.958466 -6.481451 0.44 1.55 -1.54 -0.704
C 29.569416 12.587734 -6.845827 0.77 0.67 0.98 0.584
N 31.105287 12.633496 -7.184871 -1.51 -1.55 -0.37 1.112
C 31.336586 13.613363 -8.364738 1.55 -0.87 0.37 -0.881
C 32.659470 13.012749 -8.981550 -0.57 1.06 -0.36 -1.097
C 32.716118 11.524901 -8.621535 0.28 0.62 -0.05 0.443
C 31.419105 11.294963 -7.866870 0.71 0.56 0.42 1.367
C 31.958926 12.829679 -5.912161 -1.28 1.33 -1.86 -0.764
H 27.639022 12.304282 -4.620136 -0.40 -0.14 0.05 -0.004
H 26.628140 13.680722 -4.009072 -0.28 -0.35 -0.35 0.495
H 28.318775 13.714176 -3.893540 0.32 0.19 -0.15 0.337
H 27.382919 15.107362 -5.724096 0.46 0.26 -0.42 0.409
H 26.902715 13.768422 -6.665971 0.00 -0.43 0.03 0.387
H 29.706782 14.574140 -5.877134 0.21 -0.42 0.38 0.366
H 28.964464 14.547023 -7.395728 0.39 -0.01 -0.42 0.223
H 29.046467 12.173799 -7.707957 0.16 0.01 -0.40 -0.078
H 29.390612 11.911382 -6.009960 0.55 -0.29 0.04 -0.730
H 31.414486 14.660979 -8.073989 0.17 -0.22 0.44 0.469
H 30.462647 13.546576 -9.012713 0.02 -0.44 -0.07 0.505
H 33.538484 13.518582 -8.582086 -0.17 0.17 0.16 0.485
H 32.735117 13.167364 -10.057869 -0.39 0.12 0.00 0.269
H 33.663977 11.445324 -8.089242 -0.24 -0.77 0.44 -0.487
H 32.768529 10.904915 -9.516506 -0.10 -0.12 0.08 0.091
H 31.395094 10.479466 -7.144035 -0.10 0.07 -0.05 -0.441
H 30.656806 11.179826 -8.637420 -0.50 -0.26 0.01 -0.938
H 33.015345 12.860956 -6.178813 -0.16 -0.17 0.03 0.354
H 31.701927 12.092834 -5.151162 -0.03 0.07 -0.27 0.082
H 31.604781 13.836274 -5.689798 0.60 -0.09 1.00 0.378
C 29.362989 11.039515 -2.441593 0.09 -0.60 -0.20 -1.348
C 28.568626 9.993593 -3.250227 1.03 -0.21 -0.59 0.234
C 28.998949 8.504559 -3.061457 0.04 -0.20 -0.10 -0.981
C 30.470105 8.117742 -3.600835 -1.08 1.56 2.05 -0.352
N 30.931627 6.672364 -3.535942 -2.21 -0.43 -0.96 0.787
C 31.004923 6.002476 -2.144777 -0.40 1.41 0.10 -0.720
C 32.101885 4.993268 -2.264379 1.32 0.98 -0.69 -0.700
C 33.151260 5.819318 -3.068519 -0.43 1.04 0.31 -0.920
C 32.343940 6.573574 -4.128227 -1.67 -2.11 -0.53 0.849
C 29.899148 5.842692 -4.362986 0.71 -0.06 1.49 -1.197
H 28.816779 11.973547 -2.309905 0.01 -0.15 -0.05 0.404
H 30.343055 11.277328 -2.855133 0.04 0.00 -0.21 0.187
H 29.560917 10.614627 -1.457530 -0.11 0.15 0.19 0.428
H 28.630632 10.063013 -4.336255 0.18 0.95 -0.28 -0.399
H 27.512529 10.162689 -3.040073 -0.05 -0.64 0.24 0.570
H 28.267265 7.955227 -3.653889 0.05 -0.29 -0.04 0.252
H 28.761449 8.284135 -2.020722 0.69 -0.54 0.16 0.364
H 31.221317 8.655948 -3.022809 -0.03 0.04 0.39 0.783
H 30.576965 8.565372 -4.588918 -0.08 -0.90 -0.46 -0.325
H 30.050479 5.617656 -1.785560 -0.10 0.10 -0.48 0.284
H 31.251972 6.849365 -1.504581 0.29 -0.26 0.35 0.548
H 31.788524 4.110666 -2.821975 0.05 -0.16 0.31 0.260
H 32.573443 4.775223 -1.306157 -0.47 -0.44 0.00 0.481
H 33.985334 5.231422 -3.451673 -0.07 0.20 -0.06 0.469
H 33.489752 6.621588 -2.412870 0.66 -0.39 0.37 0.481
H 32.090547 5.854558 -4.907264 0.91 0.47 -0.71 -0.928
H 32.585070 7.548732 -4.551359 0.48 -0.30 0.26 0.210
H 29.646540 6.343779 -5.297442 0.12 0.00 0.15 -0.095
H 29.076487 5.682191 -3.666156 -0.42 0.56 -0.47 0.650
H 30.272346 4.825915 -4.485420 0.42 0.26 -0.38 0.514
C 22.671681 12.097414 -11.825481 -0.02 -1.00 -0.12 -1.473
C 23.526203 10.778232 -11.774837 -0.47 0.45 0.26 -0.221
C 24.435133 10.695620 -10.527289 -0.60 0.27 -0.52 -0.722
C 25.618694 9.740691 -10.648832 -0.26 -0.02 1.22 -0.666
N 26.020758 9.120470 -9.245159 -0.94 0.06 -0.37 1.449
C 27.437369 8.516188 -9.274462 -1.04 -0.23 1.42 0.902
C 27.933062 8.648597 -7.743183 -1.15 0.40 -1.37 2.363
C 26.927954 9.611920 -7.024147 -0.08 -0.41 -0.31 -0.506
C 26.147918 10.260698 -8.151229 0.67 -1.27 -0.47 -0.567
C 24.982468 7.977935 -8.784718 1.50 1.46 -0.49 -0.949
H 21.935005 11.980664 -12.620335 0.22 0.22 -0.25 0.409
H 23.247270 13.011203 -11.973091 0.18 -0.20 -0.16 0.382
H 22.045573 12.268784 -10.949862 0.27 -0.30 0.34 0.383
H 24.098882 10.657198 -12.694336 0.36 0.41 -0.10 -0.065
H 22.867105 9.911661 -11.827145 -0.24 -0.03 0.31 0.417
H 23.816158 10.489924 -9.653981 -0.06 -0.06 0.00 0.427
H 24.828557 11.705086 -10.407753 0.15 0.01 0.35 0.307
H 26.425542 10.377310 -11.011884 0.71 -0.39 0.36 0.004
H 25.484927 8.921992 -11.355891 -0.20 -0.22 0.25 0.284
H 27.298029 7.507056 -9.662207 -0.04 -0.42 0.54 0.129
H 28.051925 8.939196 -10.069128 0.05 1.04 0.54 -1.584
H 27.938456 7.653372 -7.298668 0.49 0.18 0.08 -0.832
H 28.895058 9.160887 -7.758029 0.16 -0.62 0.08 -1.196
H 26.215064 9.221115 -6.298089 0.14 -0.85 -0.14 0.463
H 27.460331 10.338197 -6.409971 0.17 0.36 -0.39 -0.438
H 25.209457 10.680024 -7.788525 -0.05 -0.02 -0.72 0.584
H 26.841875 10.933480 -8.655119 -0.30 0.69 -0.21 0.258
H 25.390869 7.593039 -7.850292 -0.32 0.27 0.13 0.327
H 24.970243 7.142335 -9.484515 0.20 0.39 -0.39 0.266
H 23.983489 8.407030 -8.707043 0.24 0.06 0.19 0.380
C 31.593421 1.961769 -11.255079 -0.46 0.67 -0.79 -1.706
C 31.167352 3.463428 -11.169130 1.08 -1.15 1.08 0.451
C 29.706836 3.645056 -10.855001 -1.62 -0.53 -0.90 -0.741
C 29.159212 3.017508 -9.543234 -0.95 1.26 -0.82 0.592
N 27.563484 3.247232 -9.349877 1.62 -1.01 -0.04 0.393
C 27.059004 2.413922 -8.100294 0.63 -0.36 -0.89 -0.560
C 27.102869 3.321596 -6.882768 -0.52 0.27 0.60 -0.754
C 27.616002 4.652688 -7.328134 -0.07 1.43 -1.58 0.957
C 27.383912 4.662547 -8.853008 -0.18 -0.11 -0.24 -0.577
C 26.746007 2.952681 -10.628666 0.13 -0.27 0.26 -1.015
H 32.642150 1.821091 -11.516760 0.11 0.24 0.23 0.507
H 31.072568 1.547883 -12.118511 -0.19 -0.34 0.13 0.457
H 31.362429 1.358627 -10.377035 0.00 0.13 0.04 0.300
H 31.372785 3.930120 -12.132505 0.07 0.14 0.13 0.617
H 31.760716 3.936571 -10.386728 0.23 0.37 -0.04 -0.663
H 29.231112 3.226983 -11.742134 -0.48 -0.52 0.11 0.525
H 29.407915 4.688771 -10.952008 0.25 0.27 0.54 -0.056
H 29.609342 3.643833 -8.773031 -0.11 -0.52 0.50 -0.902
H 29.365405 1.951855 -9.443386 -0.15 0.18 0.04 0.871
H 26.031039 2.099677 -8.280955 0.18 0.03 -0.33 0.343
H 27.681617 1.522576 -8.023257 -0.05 0.09 -0.11 0.252
H 26.067443 3.454282 -6.569119 0.13 -0.19 0.41 0.355
H 27.715878 3.016996 -6.034507 -0.29 -0.68 -0.18 0.334
H 27.048261 5.520042 -6.991302 -0.20 -0.17 0.48 0.738
H 28.640147 4.880592 -7.032704 0.20 -0.28 -0.40 -0.982
H 26.342258 4.852906 -9.111492 -0.11 0.38 0.32 0.544
H 28.011993 5.378753 -9.382775 0.11 -0.27 -0.12 -0.340
H 26.945445 2.040169 -11.190476 0.87 -0.50 0.88 0.353
H 26.922417 3.681338 -11.419899 -0.26 0.62 0.65 0.423
H 25.707143 2.802931 -10.334648 -0.01 0.73 -0.01 0.372
C 31.203063 3.140117 -6.469404 2.24 -0.51 0.49 -0.336
C 32.627319 2.742536 -5.848506 -0.98 0.41 0.52 -1.194
C 33.906542 3.329820 -6.437858 -0.80 0.82 -0.01 0.194
C 33.993911 3.120390 -7.932403 1.71 0.12 0.59 -0.633
N 35.443386 3.441755 -8.541038 -0.61 -0.32 -0.90 0.339
C 35.821178 4.959384 -8.401886 -1.61 -0.88 0.52 0.111
C 35.183803 5.677310 -9.574388 0.37 -0.40 0.81 0.585
C 35.048301 4.594547 -10.634849 -0.10 1.24 -1.41 -0.562
C 35.307513 3.221483 -10.064126 0.07 0.20 0.61 -0.557
C 36.544447 2.520140 -7.999807 -1.08 0.84 0.39 -1.024
H 30.397492 2.851152 -5.794376 0.07 -0.20 -0.08 0.617
H 31.150415 2.578043 -7.401821 -0.46 0.15 -0.07 0.410
H 31.154254 4.212546 -6.658111 0.02 0.03 -0.19 -0.397
H 32.725184 1.662601 -5.737776 -0.21 -0.07 -0.19 0.494
H 32.766274 3.146761 -4.845804 -0.86 -0.25 0.45 0.251
H 34.683685 2.986845 -5.754826 0.48 -0.36 -0.71 0.433
H 33.811057 4.395542 -6.229974 0.20 0.33 -0.21 -0.440
H 33.237601 3.759184 -8.388510 0.39 0.24 -0.39 -0.016
H 33.734776 2.087303 -8.164081 0.52 -0.08 -0.32 0.501
H 36.892385 5.158700 -8.431606 -0.01 -0.84 0.47 0.287
H 35.299220 5.254527 -7.491640 0.78 0.15 0.32 -0.394
H 35.886014 6.476812 -9.810618 -0.35 0.13 -0.49 0.782
H 34.207085 6.089088 -9.320313 0.12 0.09 0.13 -0.987
H 35.737046 4.835969 -11.444441 -0.10 -0.34 -0.16 0.578
H 34.037767 4.740948 -11.016296 0.07 -0.62 -0.34 0.059
H 36.232415 2.743873 -10.387449 -0.08 0.24 -0.17 0.384
H 34.474824 2.558736 -10.299689 0.17 -0.17 0.41 0.223
H 36.222870 1.482441 -8.088571 0.02 0.12 -0.04 0.322
H 36.665795 2.799098 -6.953119 0.20 -0.26 -0.06 0.389
H 37.464411 2.699112 -8.556356 -0.18 0.03 0.01 0.481
C 41.350009 5.751742 -6.183024 -0.47 -0.34 -0.84 -1.280
C 40.046689 6.070352 -6.922713 -1.70 0.68 0.03 -0.544
C 39.355091 7.437751 -6.590966 0.36 -1.05 1.59 -0.986
C 37.940795 7.531311 -7.169443 0.93 1.24 0.02 -0.521
N 37.352519 8.971098 -7.004408 -1.38 1.28 0.77 0.785
C 36.960704 9.220148 -5.505950 0.53 -1.43 0.05 -1.392
C 35.664902 8.441147 -5.300147 0.99 1.60 -0.68 -0.427
C 34.888798 8.673553 -6.611174 -0.46 -0.34 0.82 1.678
C 35.929788 9.174104 -7.626039 0.30 -1.20 -0.35 -1.114
C 38.213577 10.179260 -7.517409 -0.63 -1.47 0.26 -1.023
C 38.798400 9.911754 -8.873620 0.73 0.28 -0.74 -0.002
C 39.532158 11.200432 -9.295652 0.39 0.07 -0.08 -1.400
H 41.122251 5.064013 -5.368627 0.25 0.18 0.08 0.350
H 41.898332 6.613432 -5.802338 -0.05 -0.03 -0.20 0.358
H 41.925855 5.211861 -6.934715 0.57 0.04 0.47 0.345
H 39.332386 5.278549 -6.697041 -0.31 -0.14 0.56 0.178
H 40.033430 5.943225 -8.005193 0.93 0.43 -0.32 0.449
H 40.069602 8.250184 -6.723380 -0.35 0.21 -0.88 0.404
H 39.232625 7.472881 -5.508437 0.08 -0.21 0.30 0.298
H 37.265718 6.849767 -6.651868 0.04 0.17 0.04 0.273
H 38.034001 7.184359 -8.198540 -0.61 0.76 -0.41 0.548
H 36.842414 10.269252 -5.234854 0.04 0.18 -0.90 0.506
H 37.659067 8.827319 -4.766985 0.70 0.06 -0.61 0.468
H 35.329965 8.958236 -4.400961 -0.91 -0.88 0.15 0.486
H 35.906402 7.381655 -5.215009 -0.32 0.13 0.63 0.310
H 34.073460 9.392414 -6.530136 0.18 0.25 0.16 -0.015
H 34.347768 7.738155 -6.754039 0.20 -0.06 -1.07 -1.234
H 35.770812 10.232202 -7.834037 0.32 -0.06 0.33 0.368
H 35.910974 8.697957 -8.606353 0.02 -0.24 0.12 0.466
H 38.971990 10.361038 -6.755931 0.03 0.02 -0.16 0.558
H 37.496415 10.999392 -7.551325 0.32 0.08 0.21 0.558
H 38.089563 9.605447 -9.642926 -0.50 0.24 0.16 0.203
H 39.477024 9.060313 -8.822582 0.34 0.16 0.11 0.269
H 38.869392 12.021847 -9.567907 -0.31 -0.07 0.38 0.347
H 40.193904 11.143774 -10.159924 -0.06 -0.65 0.02 0.393
H 40.169811 11.510650 -8.467848 -0.01 0.24 -0.01 0.367
N 31.176799 7.063389 -7.567457 -2.61 1.77 0.86 -0.290
O 30.390761 6.596741 -8.345616 -2.88 -1.06 -2.77 -0.547
O 30.893480 8.092213 -6.936535 -0.02 1.57 0.75 0.099
O 32.163382 6.471253 -7.333810 5.79 -2.63 1.23 0.172



Molecular weight, record by record: 104.11 1203.09 g/mol
Total energy, record by record: -340.3342 -3787.6271 Ha